The following is a quantum chemistry calculation of a cluster of 10 separate species, C38H63N3O21 in total at a distorted geometry, from the OMol25 dataset.

## Properties
Structure (SMILES): C[C@H]1COC(=O)O1.C[C@H]1COC(=O)O1.C[C@H]1COC(=O)O1.C[C@H]1COC(=O)O1.C[C@H]1COC(=O)O1.COC(=O)OC.COC(=O)OC.CCCC#N.CCCC#N.CCCC#N
Largest force on an atom: 9.07 eV/Å
E_LUMO: 0.2329 eV
ΔE to the lowest compared entry with this formula, charge and spin: 33.0 kcal per mole

Last column: Löwdin charge in e.
Positions of all 125 atoms, in Å:
1 C 0.560112 -4.486760 0.260640  -0.002
2 C -0.635888 -4.721760 1.174640  -0.303
3 C -1.813888 -5.458760 0.460640  -0.026
4 O -1.713888 -6.746760 1.146640  0.106
5 C -0.818888 -6.718760 2.076640  -0.670
6 O -0.492888 -7.698760 2.728640  0.121
7 O -0.226888 -5.595760 2.198640  0.111
8 H 0.343112 -3.861760 -0.595360  0.056
9 H 0.887112 -5.405760 -0.064360  0.073
10 H 1.390112 -4.038760 0.844640  0.078
11 H -1.051888 -3.902760 1.809640  0.140
12 H -1.589888 -5.540760 -0.597360  0.117
13 H -2.808888 -4.844760 0.561640  0.145
14 C 3.290112 -1.715760 5.045640  0.004
15 C 2.547112 -1.328760 3.749640  -0.273
16 C 2.115112 -2.503760 2.894640  -0.080
17 O 0.727112 -2.325760 2.658640  0.056
18 C 0.284112 -1.295760 3.364640  -0.524
19 O -0.917888 -0.923760 3.392640  0.094
20 O 1.268112 -0.707760 4.033640  0.102
21 H 2.592112 -2.363760 5.541640  0.086
22 H 3.492112 -0.876760 5.744640  0.099
23 H 4.226112 -2.145760 4.836640  0.073
24 H 3.228112 -0.690760 3.213640  0.095
25 H 2.373112 -3.525760 3.211640  0.155
26 H 2.544112 -2.480760 1.940640  0.103
27 C -3.918888 3.079240 -1.171360  -0.051
28 C -2.800888 3.922240 -1.618360  -0.291
29 C -1.914888 4.528240 -0.584360  -0.124
30 O -0.648888 4.163240 -0.987360  0.060
31 C -0.694888 3.247240 -1.987360  -0.630
32 O 0.207112 2.685240 -2.485360  0.172
33 O -1.914888 3.008240 -2.291360  0.101
34 H -3.693888 2.138240 -0.611360  0.077
35 H -4.502888 2.781240 -2.052360  0.097
36 H -4.616888 3.678240 -0.624360  0.082
37 H -3.113888 4.664240 -2.403360  0.179
38 H -2.116888 4.220240 0.443640  0.123
39 H -1.840888 5.615240 -0.496360  0.144
40 C 2.395112 4.700240 0.395640  -0.021
41 C 3.096112 5.343240 -0.708360  -0.379
42 C 4.281112 6.236240 -0.274360  -0.051
43 O 5.311112 5.804240 -1.108360  0.119
44 C 4.995112 4.696240 -1.607360  -0.595
45 O 5.794112 3.930240 -2.168360  0.103
46 O 3.699112 4.438240 -1.460360  0.118
47 H 2.894112 4.468240 1.355640  0.081
48 H 1.967112 3.756240 0.074640  0.085
49 H 1.556112 5.206240 0.794640  0.078
50 H 2.459112 5.912240 -1.372360  0.163
51 H 4.676112 6.010240 0.735640  0.145
52 H 4.171112 7.339240 -0.470360  0.156
53 C -2.630888 -0.032760 -3.539360  0.009
54 C -3.552888 -1.068760 -2.977360  -0.279
55 C -4.551888 -0.577760 -1.900360  -0.097
56 O -5.785888 -0.934760 -2.453360  0.084
57 C -5.753888 -1.351760 -3.690360  -0.546
58 O -6.812888 -1.553760 -4.274360  0.128
59 O -4.451888 -1.405760 -4.049360  0.072
60 H -1.890888 0.258240 -2.808360  0.082
61 H -3.171888 0.794240 -3.954360  0.103
62 H -2.103888 -0.585760 -4.290360  0.068
63 H -3.085888 -2.061760 -2.716360  0.146
64 H -4.318888 0.413240 -1.689360  0.070
65 H -4.392888 -1.175760 -0.980360  0.108
66 C -0.990888 2.718240 2.566640  -0.086
67 O -1.603888 1.923240 1.590640  -0.010
68 C -0.829888 1.028240 0.974640  -0.351
69 O 0.576112 1.203240 0.932640  -0.062
70 O -1.448888 0.013240 0.306640  -0.019
71 C -0.782888 -1.053760 -0.324360  -0.037
72 H -0.488888 2.096240 3.357640  0.101
73 H -1.579888 3.512240 3.039640  0.097
74 H -0.252888 3.467240 2.069640  0.102
75 H -0.059888 -0.776760 -1.106360  0.092
76 H -1.515888 -1.784760 -0.662360  0.097
77 H -0.188888 -1.572760 0.383640  0.064
78 C 0.716112 -0.991760 -4.527360  -0.036
79 O -0.022888 -1.867760 -3.728360  -0.054
80 C -0.550888 -2.927760 -4.220360  -0.437
81 O 0.012112 -3.451760 -5.395360  -0.048
82 O -1.503888 -3.576760 -3.486360  -0.060
83 C -2.310888 -4.527760 -4.160360  -0.029
84 H 1.116112 -0.200760 -3.838360  0.110
85 H 0.018112 -0.708760 -5.300360  0.100
86 H 1.540112 -1.466760 -5.049360  0.098
87 H -1.705888 -5.365760 -4.120360  0.071
88 H -2.299888 -4.171760 -5.185360  0.099
89 H -3.317888 -4.691760 -3.721360  0.116
90 C -3.894888 -2.218760 1.429640  -0.113
91 C -5.046888 -1.750760 2.322640  -0.198
92 C -6.204888 -1.180760 1.427640  -0.172
93 C -6.017888 0.118240 0.832640  -0.194
94 N -5.864888 1.175240 0.355640  0.187
95 H -3.458888 -1.429760 0.902640  0.029
96 H -4.265888 -2.875760 0.710640  0.045
97 H -3.097888 -2.705760 1.997640  0.075
98 H -4.598888 -0.901760 2.903640  0.127
99 H -5.443888 -2.543760 2.975640  0.116
100 H -7.053888 -1.241760 2.080640  0.112
101 H -6.269888 -1.885760 0.587640  0.120
102 C 5.110112 1.073240 -0.653360  -0.102
103 C 4.383112 -0.256760 -0.652360  -0.213
104 C 3.185112 -0.268760 -1.666360  -0.177
105 C 2.636112 -1.521760 -1.775360  -0.283
106 N 2.160112 -2.563760 -1.900360  0.210
107 H 4.384112 1.801240 -0.321360  0.048
108 H 5.634112 1.458240 -1.491360  0.059
109 H 5.776112 1.023240 0.304640  0.104
110 H 4.046112 -0.346760 0.411640  0.102
111 H 5.067112 -1.057760 -1.002360  0.124
112 H 3.565112 -0.200760 -2.676360  0.137
113 H 2.402112 0.467240 -1.461360  0.130
114 C 5.282112 2.673240 2.711640  -0.116
115 C 4.387112 1.542240 3.022640  -0.290
116 C 2.984112 1.819240 2.468640  -0.178
117 C 2.210112 2.734240 3.433640  -0.206
118 N 1.612112 3.501240 4.042640  0.158
119 H 6.250112 2.399240 3.077640  0.073
120 H 4.895112 3.567240 3.350640  0.122
121 H 5.307112 2.970240 1.698640  0.045
122 H 4.247112 1.465240 4.129640  0.130
123 H 4.758112 0.641240 2.516640  0.096
124 H 2.393112 0.891240 2.318640  0.079
125 H 3.003112 2.422240 1.564640  0.069

Atomic forces in eV per Å
C -0.57 2.47 1.78
C -1.01 1.58 0.02
C 0.04 1.22 1.16
O -2.94 0.71 -2.72
C 1.61 -4.66 2.51
O -0.85 1.07 -0.66
O 1.41 1.83 0.53
H -0.08 0.18 -0.12
H 0.74 -2.25 -0.92
H -0.52 -0.16 -0.49
H 0.64 0.26 -1.37
H -0.11 -0.53 -0.11
H 1.58 -1.82 0.24
C -2.00 1.46 0.24
C 0.55 -0.55 1.23
C 0.41 -0.92 -0.18
O -0.44 -0.40 0.26
C -4.20 1.46 0.18
O 4.17 -1.24 -0.21
O 0.72 0.60 0.30
H 0.16 -0.75 0.61
H -0.33 -0.16 -0.72
H 1.05 -0.94 -0.40
H -0.41 0.61 -0.46
H -0.59 0.37 0.77
H 0.93 0.42 -1.56
C -1.58 -0.85 -0.15
C -0.44 0.05 -1.63
C -0.13 1.54 1.50
O 2.64 -0.66 -0.31
C 0.60 0.45 1.25
O 2.20 -0.50 -0.46
O -2.42 -0.16 -1.01
H 0.29 1.15 -0.23
H 0.19 -0.12 0.09
H -0.46 0.22 0.76
H 0.10 -0.54 0.84
H -0.06 -0.61 -0.10
H -0.81 0.11 -0.47
C -1.21 -1.63 2.11
C -0.50 3.67 1.68
C -0.18 1.86 1.04
O 1.85 2.90 0.58
C 2.47 -5.48 -3.58
O -2.16 1.73 1.20
O 1.65 -3.81 -2.46
H 0.84 0.28 -0.80
H -0.07 -0.23 -0.32
H -1.05 1.12 -0.08
H -0.70 0.30 0.14
H -0.82 0.47 -0.13
H -0.17 -1.13 0.60
C 0.52 -1.24 0.58
C -1.00 -0.97 0.32
C 1.91 -3.36 -0.08
O -1.38 1.41 2.78
C -1.61 0.17 -1.11
O 3.14 -0.14 0.20
O -0.99 -0.85 -1.92
H 0.13 0.41 0.26
H -0.21 0.47 -0.10
H 0.43 0.27 -0.84
H -0.01 1.35 -0.04
H -0.74 2.01 0.22
H -0.26 0.51 -0.42
C 3.27 2.38 0.63
O -0.91 -2.30 -1.41
C 7.64 0.23 -1.12
O -8.13 -1.49 0.27
O -0.84 3.23 1.72
C 1.39 -0.32 -0.40
H -0.49 0.68 -1.02
H -1.27 -1.09 -0.20
H -0.51 -1.90 0.59
H -0.71 0.33 -0.03
H -0.27 0.50 -0.26
H 0.61 -0.47 1.00
C 1.00 0.66 -0.41
O -1.62 -0.50 2.68
C 3.31 -5.01 -6.80
O -4.11 2.73 6.38
O 1.50 3.26 0.68
C -0.13 0.84 -1.16
H -0.81 -0.52 -0.91
H 0.11 1.01 -0.23
H 0.14 -0.39 0.24
H 0.53 -2.35 -0.17
H -0.77 -0.44 -0.29
H 0.88 0.63 -0.04
C -0.18 -0.59 2.00
C 1.09 1.73 -0.48
C 1.04 -1.68 0.46
C 0.44 2.86 -0.65
N -0.37 -2.35 1.06
H 0.70 1.55 -0.60
H -0.59 -1.51 -1.28
H -0.11 0.04 0.04
H -0.77 -0.86 0.09
H 0.21 0.41 -0.28
H -0.92 0.35 -0.28
H -0.62 0.06 0.18
C 0.39 -0.21 3.57
C -0.10 0.24 -0.88
C 1.69 1.94 0.79
C -2.17 -3.71 0.36
N 0.25 0.22 0.11
H -0.34 0.63 -0.30
H 0.43 -0.07 -0.85
H -0.45 0.20 -1.94
H 0.01 -0.70 -1.02
H -0.43 0.17 0.76
H 0.47 1.20 -0.39
H 0.25 0.20 -0.05
C -0.39 2.06 2.77
C -1.55 -0.38 -0.07
C -1.30 0.50 1.51
C 0.75 -1.12 -1.44
N 0.09 0.07 0.30
H 0.88 0.34 0.00
H 0.89 -1.17 -1.17
H 0.07 0.14 -1.18
H 0.62 -0.61 -0.85
H -0.01 -0.12 0.56
H 0.18 0.95 -0.05
H 0.06 -0.48 -0.33

=====

The following is a quantum chemistry calculation of a structure of composition C38H64MnN5O2P2S, from the OMol25 dataset.

## Properties
Largest force on an atom: 0.07 eV/Å
Total charge: +1
2S+1: 6
⟨S²⟩: 8.76
E_LUMO (spin up / spin down): -2.3461 / -2.3996 eV

Last column: Mulliken spin population.
Positions of all 113 atoms, in Å:
1 Mn -0.466197 -0.316639 -0.028808  4.399
2 C 1.629090 5.753277 1.273579  0.000
3 C 2.281831 4.548686 0.596095  -0.002
4 C 3.162161 3.791854 1.585534  0.001
5 P 0.998698 3.411189 -0.139230  0.049
6 C 0.339246 4.510271 -1.506548  0.003
7 C -0.079686 3.728438 -2.751446  -0.001
8 C -0.882160 5.271251 -0.977577  0.000
9 C 2.114438 2.269419 -1.065150  -0.007
10 C 2.946608 2.758444 -2.078388  -0.010
11 C 3.800893 1.935595 -2.792460  0.006
12 C 3.813488 0.573126 -2.514377  -0.004
13 C 3.000955 0.071439 -1.513485  -0.027
14 C 2.170318 0.900583 -0.746361  -0.016
15 N 1.454559 0.346307 0.350498  -0.023
16 C 2.212797 0.136911 1.492008  0.140
17 C 3.616737 0.313858 1.510405  0.015
18 C 4.369891 0.125078 2.650648  -0.003
19 C 3.777596 -0.251389 3.849782  0.012
20 C 2.410036 -0.437258 3.858331  -0.015
21 C 1.623025 -0.268996 2.717608  -0.079
22 P -0.178983 -0.419163 2.862782  0.075
23 C -0.546250 1.025057 3.992936  0.028
24 C 0.198666 2.284275 3.542586  -0.004
25 C -2.046000 1.261427 4.196912  0.000
26 C -0.410192 -1.824887 4.097047  0.070
27 C -1.875959 -2.239288 4.274172  0.003
28 C 0.433909 -3.079058 3.864983  0.010
29 H 2.386193 6.331668 1.807112  0.000
30 H 0.878062 5.436137 2.002344  0.000
31 H 1.152348 6.423934 0.559191  0.000
32 H 2.911420 4.907150 -0.226293  0.000
33 H 2.568927 3.353814 2.391272  0.000
34 H 3.886490 4.473733 2.036460  0.000
35 H 3.712916 2.985755 1.104585  0.000
36 H 1.113948 5.234163 -1.781554  0.000
37 H -0.646624 2.832380 -2.476086  0.004
38 H 0.773686 3.413559 -3.347856  0.000
39 H -0.719683 4.348090 -3.385290  0.000
40 H -0.731289 5.699434 0.012575  0.000
41 H -1.733986 4.591352 -0.915000  0.000
42 H -1.152099 6.079079 -1.661958  0.000
43 H 2.930460 3.818681 -2.307052  0.001
44 H 4.445921 2.348719 -3.557155  0.000
45 H 4.469195 -0.091563 -3.063831  0.000
46 H 3.039475 -0.981816 -1.261261  0.008
47 H 4.128730 0.621649 0.610894  0.002
48 H 5.440538 0.283107 2.601323  0.000
49 H 4.363930 -0.391228 4.747257  0.000
50 H 1.931923 -0.718164 4.790469  0.001
51 H -0.117906 0.734094 4.958079  -0.002
52 H 0.073721 2.513630 2.483593  0.006
53 H 1.268012 2.174412 3.717609  0.002
54 H -0.161727 3.144125 4.109120  0.000
55 H -2.601491 1.254368 3.256732  0.004
56 H -2.208605 2.238972 4.650420  0.000
57 H -2.486858 0.514840 4.855463  0.000
58 H -0.082947 -1.384876 5.043962  -0.004
59 H -2.213937 -2.868114 3.449306  0.000
60 H -2.560743 -1.397888 4.353189  -0.001
61 H -1.976482 -2.832142 5.185459  -0.001
62 H 0.061547 -3.670808 3.026617  -0.003
63 H 0.368351 -3.716280 4.749554  0.000
64 H 1.484831 -2.857944 3.687088  0.000
65 C -3.252787 -1.413484 0.968614  0.106
66 N -2.200050 -1.898732 0.060127  -0.130
67 C -2.818375 -2.192844 -1.238127  0.080
68 C -1.632464 -3.130515 0.643144  0.030
69 C -0.631074 -3.845648 -0.241686  -0.009
70 N 0.526631 -3.031442 -0.605798  0.096
71 C 1.471547 -2.955511 0.507944  -0.023
72 C 1.205968 -3.654604 -1.738977  0.003
73 H -4.014831 -2.186367 1.126351  0.002
74 H -3.731826 -0.533987 0.542069  0.012
75 H -2.817645 -1.144100 1.928336  -0.038
76 H -3.367439 -1.319832 -1.583149  -0.004
77 H -3.520869 -3.031692 -1.153299  0.005
78 H -2.058523 -2.429463 -1.976410  -0.011
79 H -2.446203 -3.833994 0.871455  0.006
80 H -1.171977 -2.851056 1.589524  0.016
81 H -1.120633 -4.178357 -1.158126  -0.003
82 H -0.316186 -4.761564 0.283357  -0.001
83 H 1.796608 -3.958203 0.824434  -0.001
84 H 1.026190 -2.451950 1.361217  0.037
85 H 2.344415 -2.373724 0.220252  -0.011
86 H 1.558849 -4.666317 -1.490870  0.002
87 H 2.064990 -3.054230 -2.034654  0.000
88 H 0.528681 -3.735021 -2.590840  -0.002
89 C 0.832827 0.650382 -4.256779  0.002
90 S 0.414649 -0.787378 -3.295864  0.001
91 C -0.653273 -1.571969 -4.500048  0.004
92 O -0.538084 -0.281536 -2.226447  0.075
93 H 1.431934 0.332804 -5.110377  0.001
94 H 1.426378 1.295501 -3.613109  0.000
95 H -0.080834 1.150774 -4.576140  0.000
96 H -0.062160 -1.812135 -5.383618  0.000
97 H -1.469006 -0.895184 -4.752451  0.000
98 H -1.041703 -2.491012 -4.065806  0.000
99 N -4.302576 5.113674 1.673361  0.000
100 C -3.382865 4.124138 1.764021  -0.001
101 O -2.634984 4.012368 2.714192  0.000
102 C -3.308876 3.148460 0.618799  -0.010
103 C -4.144209 3.145314 -0.486785  0.005
104 C -3.891789 2.252878 -1.516599  0.001
105 C -2.828474 1.379926 -1.394097  0.078
106 N -2.047278 1.332755 -0.307442  -0.026
107 C -2.280780 2.212848 0.664821  0.069
108 H -4.318290 5.796409 2.412351  0.000
109 H -4.841948 5.292945 0.848333  0.000
110 H -4.979119 3.828725 -0.573949  0.000
111 H -4.503307 2.238657 -2.407619  0.000
112 H -2.569227 0.693076 -2.187728  0.000
113 H -1.622165 2.198984 1.518979  0.003

Atomic forces in eV per Å
Mn 0.04 -0.01 -0.06
C 0.01 0.01 0.00
C -0.01 0.01 -0.01
C -0.02 -0.02 0.01
P 0.00 0.00 0.01
C 0.01 0.00 0.00
C 0.00 -0.01 0.01
C -0.02 -0.01 0.01
C 0.00 -0.01 -0.01
C 0.01 0.01 0.02
C 0.00 -0.01 0.00
C 0.00 0.00 0.00
C 0.01 0.00 -0.01
C -0.01 -0.01 0.01
N -0.02 0.04 0.03
C 0.03 -0.03 0.00
C -0.01 0.01 0.00
C 0.01 0.01 0.01
C 0.00 0.00 0.00
C -0.01 0.00 0.00
C 0.00 0.00 0.00
P -0.01 -0.02 0.02
C -0.01 0.00 -0.01
C -0.02 -0.01 0.01
C 0.00 0.01 0.01
C 0.01 0.00 0.01
C 0.00 0.00 0.00
C 0.01 0.00 -0.01
H 0.00 -0.01 0.00
H 0.00 0.00 0.01
H 0.01 0.00 0.01
H 0.00 0.00 0.00
H 0.02 0.02 -0.03
H 0.00 0.00 0.00
H 0.01 -0.02 -0.01
H 0.00 0.01 -0.01
H 0.01 0.01 0.00
H 0.00 0.00 0.00
H 0.00 0.00 0.00
H -0.01 -0.01 -0.02
H 0.00 0.00 -0.01
H 0.00 0.00 0.00
H 0.00 0.00 0.00
H 0.00 0.00 0.00
H 0.00 0.00 0.00
H 0.00 0.01 -0.01
H 0.00 0.01 -0.01
H 0.00 0.00 0.00
H 0.00 0.00 0.00
H 0.01 0.01 -0.01
H 0.00 0.00 0.01
H -0.02 -0.01 -0.03
H -0.01 0.00 0.01
H 0.00 0.01 0.00
H 0.00 0.00 0.01
H 0.00 -0.01 0.00
H 0.00 0.01 -0.01
H 0.00 0.00 0.00
H 0.00 0.00 -0.01
H 0.01 -0.01 0.00
H 0.00 0.00 0.00
H 0.01 0.00 0.00
H 0.00 0.00 0.00
H 0.00 0.00 0.00
C 0.00 0.00 -0.01
N -0.02 0.01 0.01
C 0.01 0.00 0.01
C 0.00 0.02 0.02
C 0.00 0.00 0.00
N 0.01 -0.01 0.00
C 0.00 -0.01 0.00
C 0.00 0.01 -0.01
H 0.00 0.00 0.00
H 0.00 0.01 0.00
H 0.00 0.00 0.00
H -0.01 0.01 0.00
H 0.00 0.00 0.00
H 0.00 0.00 0.00
H 0.00 0.00 0.00
H -0.01 0.00 -0.01
H 0.00 0.00 0.00
H 0.00 0.00 0.00
H 0.00 0.00 0.00
H 0.00 -0.01 0.03
H -0.01 -0.01 0.01
H 0.00 0.00 0.00
H 0.00 0.00 0.00
H 0.00 0.01 -0.01
C 0.00 0.01 0.00
S 0.01 -0.02 0.02
C -0.01 -0.01 -0.01
O 0.00 -0.01 0.01
H 0.00 0.00 0.00
H 0.00 0.00 0.00
H 0.00 0.00 0.00
H 0.00 0.00 0.00
H 0.00 0.00 0.00
H 0.00 0.01 0.00
N -0.01 -0.01 0.01
C 0.02 0.01 -0.01
O 0.00 0.00 0.00
C 0.01 0.00 0.01
C -0.01 0.00 0.00
C 0.00 0.01 -0.01
C -0.01 -0.01 -0.01
N 0.01 0.00 0.01
C -0.02 0.02 -0.02
H 0.00 0.00 0.00
H 0.00 0.00 0.00
H 0.00 0.00 0.00
H 0.00 0.00 0.00
H -0.01 -0.01 0.01
H 0.02 0.01 0.02

=====

Question: Look up the largest force on an atom of the second one.
Answer: 0.07 eV/Å